1.
Entry from the OMol25 dataset: C22H31N9 as an isolated structure at a distorted geometry (the ωB97M-V functional and the def2-TZVPD basis).

CARTESIAN COORDINATES (ANGSTROEM)
1 C 19.708 -1.688 -18.142
2 C 20.316 -2.118 -19.414
3 N 20.812 -2.447 -20.401
4 H 19.671 -0.599 -18.164
5 H 20.333 -2.069 -17.334
6 H 18.693 -2.055 -17.994
7 C 15.489 -2.594 -18.094
8 C 15.453 -4.049 -17.973
9 N 15.449 -5.185 -17.979
10 H 15.822 -2.351 -19.104
11 H 16.203 -2.261 -17.341
12 H 14.531 -2.099 -17.931
13 C 17.807 -5.524 -18.384
14 C 18.702 -6.434 -17.547
15 N 19.372 -7.148 -16.933
16 H 17.236 -6.095 -19.116
17 H 18.353 -4.755 -18.929
18 H 17.130 -5.015 -17.697
19 C 18.669 -3.395 -21.768
20 C 19.083 -2.260 -22.591
21 N 19.410 -1.349 -23.228
22 H 17.594 -3.520 -21.897
23 H 18.866 -3.200 -20.714
24 H 19.191 -4.305 -22.063
25 C 14.414 -1.310 -21.255
26 C 14.476 -0.995 -19.853
27 N 14.653 -0.743 -18.744
28 H 15.315 -1.151 -21.848
29 H 13.477 -1.104 -21.772
30 H 14.188 -2.362 -21.083
31 C 16.411 0.654 -20.000
32 C 17.398 -0.129 -19.265
33 N 18.156 -0.821 -18.749
34 H 15.596 0.916 -19.324
35 H 16.061 0.095 -20.868
36 H 16.840 1.582 -20.377
37 C 17.641 -3.320 -24.219
38 C 16.193 -3.431 -23.861
39 N 15.041 -3.534 -23.584
40 H 17.747 -3.473 -25.293
41 H 18.131 -4.178 -23.759
42 H 18.037 -2.367 -23.870
43 N 14.985 -5.572 -22.283
44 C 15.080 -5.944 -21.004
45 C 14.275 -5.178 -20.216
46 C 13.613 -4.265 -21.023
47 C 14.252 -4.416 -22.302
48 H 15.552 -5.821 -23.081
49 H 15.685 -6.802 -20.750
50 H 14.102 -5.292 -19.156
51 H 12.907 -3.461 -20.875
52 H 14.161 -3.930 -23.262
53 N 15.923 -3.965 -20.888
54 C 16.792 -4.034 -19.828
55 C 17.529 -2.852 -19.797
56 C 16.958 -2.027 -20.729
57 C 16.046 -2.766 -21.493
58 H 15.303 -4.707 -21.181
59 H 16.833 -4.959 -19.271
60 H 18.367 -2.640 -19.149
61 H 17.312 -1.028 -20.938
62 H 15.455 -2.553 -22.372

Properties
HOMO-LUMO gap: 7.43 eV
LUMO energy: -0.2 eV
energy above the lowest of the compared OMol25 structures with the same formula, charge and spin: 32.4281 eV
HOMO level: -7.59 eV

2.
Entry from the OMol25 dataset: a 2-piece molecular cluster, C17H34F3N3O2 overall at a distorted geometry (the ωB97M-V functional and the def2-TZVPD basis).

CARTESIAN COORDINATES (ANGSTROEM)
1 F 1.419 1.300 3.309
2 C 0.876 1.636 1.960
3 F 1.141 0.483 1.037
4 F 1.460 2.892 1.421
5 C -0.749 1.811 2.085
6 O -1.260 3.114 1.566
7 C -2.704 2.853 1.252
8 C -3.587 4.225 1.180
9 N -5.112 3.998 1.206
10 C -5.630 3.641 2.584
11 C -5.709 2.046 2.920
12 N -6.006 1.140 1.749
13 C -6.606 1.886 0.579
14 C -5.608 3.111 0.084
15 H -1.128 1.737 3.197
16 H -1.264 0.961 1.466
17 H -3.078 2.043 2.007
18 H -2.689 2.404 0.146
19 H -3.318 4.943 0.282
20 H -3.324 4.848 2.164
21 H -5.510 4.965 1.000
22 H -4.972 4.160 3.435
23 H -6.705 4.122 2.695
24 H -6.558 1.834 3.733
25 H -4.703 1.691 3.430
26 H -5.148 0.609 1.483
27 H -6.736 1.108 -0.308
28 H -7.641 2.327 0.927
29 H -4.775 2.648 -0.594
30 H -6.280 3.777 -0.645
31 C 2.428 -1.050 -1.672
32 C 2.886 -2.292 -0.848
33 C 4.176 -1.990 -0.024
34 C 5.498 -2.108 -0.780
35 C 5.554 -3.380 -1.611
36 C 4.334 -3.512 -2.552
37 N 3.036 -3.443 -1.798
38 O 2.903 -4.634 -1.061
39 C 4.417 -2.397 -3.631
40 C 4.456 -4.827 -3.383
41 C 1.737 -2.482 0.202
42 H 2.193 -1.303 -2.711
43 H 1.507 -0.605 -1.283
44 H 3.192 -0.263 -1.684
45 H 4.231 -2.688 0.825
46 H 4.110 -0.988 0.418
47 H 5.645 -1.221 -1.407
48 H 6.324 -2.103 -0.058
49 H 6.486 -3.383 -2.195
50 H 5.621 -4.246 -0.941
51 H 3.569 -2.450 -4.326
52 H 5.332 -2.502 -4.227
53 H 4.450 -1.389 -3.221
54 H 4.523 -5.725 -2.753
55 H 5.359 -4.818 -4.002
56 H 3.597 -4.949 -4.056
57 H 0.793 -2.752 -0.282
58 H 1.572 -1.561 0.765
59 H 1.975 -3.254 0.945

Properties
HOMO-LUMO gap (spin up / spin down): 6.85 / 7.44 eV
LUMO energy (spin up / spin down): -3.5 / -3.5 eV
spin multiplicity: 2
total charge: +1
HOMO level (spin up / spin down): -10.31 / -10.90 eV

3.
Entry from the OMol25 dataset: a 4-piece molecular cluster, C48H109OP3 overall at a distorted geometry (the ωB97M-V functional and the def2-TZVPD basis).

CARTESIAN COORDINATES (ANGSTROEM)
1 O 0.618 -0.362 1.641
2 H 1.109 -0.596 0.843
3 C 0.555 -6.069 4.714
4 C 0.676 -4.846 3.803
5 C 1.853 -3.968 4.165
6 C 1.964 -2.794 3.154
7 P 3.009 -1.421 3.664
8 C 3.835 -0.603 2.265
9 C 4.055 0.885 2.542
10 C 5.013 1.548 1.584
11 C 5.207 3.036 1.908
12 C 4.344 -2.061 4.713
13 C 5.029 -1.024 5.636
14 C 6.063 -1.726 6.512
15 C 6.848 -0.740 7.362
16 C 2.012 -0.255 4.595
17 C 1.095 -0.814 5.684
18 C 1.750 -1.058 7.033
19 C 0.767 -1.567 8.079
20 H -0.338 -6.652 4.495
21 H 0.570 -5.787 5.768
22 H 1.412 -6.726 4.552
23 H -0.242 -4.258 3.731
24 H 0.841 -5.224 2.785
25 H 2.786 -4.531 4.154
26 H 1.694 -3.536 5.159
27 H 0.988 -2.335 2.966
28 H 2.323 -3.187 2.200
29 H 3.172 -0.769 1.420
30 H 4.788 -1.126 2.159
31 H 4.432 1.014 3.566
32 H 3.088 1.393 2.563
33 H 4.627 1.523 0.556
34 H 5.989 1.061 1.530
35 H 4.228 3.517 1.960
36 H 5.844 3.522 1.174
37 H 5.674 3.149 2.889
38 H 5.132 -2.505 4.097
39 H 3.941 -2.871 5.325
40 H 4.270 -0.529 6.239
41 H 5.592 -0.300 5.041
42 H 6.759 -2.245 5.850
43 H 5.557 -2.430 7.177
44 H 7.195 0.119 6.784
45 H 7.694 -1.237 7.834
46 H 6.235 -0.324 8.166
47 H 1.397 0.145 3.779
48 H 2.664 0.544 4.953
49 H 0.640 -1.735 5.305
50 H 0.267 -0.109 5.790
51 H 2.243 -0.161 7.423
52 H 2.560 -1.791 6.925
53 H 0.391 -2.558 7.797
54 H -0.144 -0.960 8.088
55 H 1.196 -1.627 9.074
56 C -3.423 -4.920 -8.993
57 C -2.079 -5.146 -8.306
58 C -1.687 -4.057 -7.295
59 C -1.556 -2.672 -7.958
60 P -1.500 -1.341 -6.730
61 C -1.105 0.256 -7.438
62 C 0.226 0.411 -8.130
63 C 0.439 1.793 -8.738
64 C 0.308 2.975 -7.791
65 C -3.154 -1.263 -5.985
66 C -3.927 0.024 -6.220
67 C -5.247 0.052 -5.474
68 C -5.173 -0.456 -4.026
69 C -0.277 -1.752 -5.476
70 C -0.250 -0.814 -4.273
71 C 0.806 -1.258 -3.253
72 C 0.874 -0.299 -2.088
73 H -4.212 -4.806 -8.248
74 H -3.673 -5.820 -9.555
75 H -3.400 -4.097 -9.705
76 H -1.256 -5.280 -9.012
77 H -2.141 -6.083 -7.745
78 H -0.750 -4.333 -6.809
79 H -2.453 -4.028 -6.511
80 H -2.470 -2.458 -8.521
81 H -0.702 -2.627 -8.635
82 H -1.208 0.975 -6.618
83 H -1.964 0.498 -8.076
84 H 0.325 -0.329 -8.933
85 H 1.043 0.149 -7.448
86 H -0.270 1.956 -9.554
87 H 1.432 1.763 -9.190
88 H -0.604 2.967 -7.187
89 H 0.252 3.892 -8.383
90 H 1.143 3.156 -7.110
91 H -2.937 -1.316 -4.912
92 H -3.717 -2.170 -6.202
93 H -4.168 0.087 -7.285
94 H -3.333 0.888 -5.924
95 H -5.988 -0.517 -6.038
96 H -5.611 1.079 -5.400
97 H -6.118 -0.330 -3.505
98 H -4.370 0.063 -3.499
99 H -4.949 -1.524 -4.063
100 H 0.684 -1.713 -6.009
101 H -0.332 -2.786 -5.128
102 H -1.223 -0.712 -3.786
103 H 0.051 0.198 -4.572
104 H 1.786 -1.203 -3.735
105 H 0.560 -2.279 -2.956
106 H 0.007 -0.311 -1.421
107 H 0.877 0.744 -2.438
108 H 1.749 -0.388 -1.444
109 C -4.050 0.416 5.539
110 C -2.889 0.281 4.560
111 C -2.519 1.597 3.907
112 C -1.157 1.597 3.179
113 P -1.141 2.309 1.527
114 C 0.509 2.806 1.013
115 C 0.631 3.462 -0.362
116 C 2.019 3.188 -0.962
117 C 2.190 3.697 -2.377
118 C -1.886 1.164 0.361
119 C -3.230 0.593 0.776
120 C -3.982 -0.126 -0.323
121 C -3.161 -1.257 -0.925
122 C -2.122 3.824 1.632
123 C -1.645 4.856 2.638
124 C -2.692 5.930 2.938
125 C -2.185 6.911 3.960
126 H -3.816 1.019 6.416
127 H -4.355 -0.565 5.909
128 H -4.917 0.867 5.050
129 H -3.105 -0.473 3.796
130 H -2.041 -0.165 5.090
131 H -2.528 2.424 4.629
132 H -3.336 1.929 3.257
133 H -0.814 0.567 3.027
134 H -0.382 2.077 3.782
135 H 1.087 1.876 1.077
136 H 0.840 3.450 1.837
137 H 0.436 4.538 -0.289
138 H -0.128 3.088 -1.058
139 H 2.023 2.093 -0.917
140 H 2.802 3.575 -0.314
141 H 2.490 4.746 -2.380
142 H 1.252 3.682 -2.939
143 H 2.939 3.110 -2.905
144 H -1.157 0.345 0.296
145 H -1.866 1.691 -0.603
146 H -3.847 1.359 1.262
147 H -3.059 -0.083 1.623
148 H -4.122 0.617 -1.120
149 H -4.996 -0.357 0.001
150 H -3.690 -1.996 -1.518
151 H -2.417 -1.688 -0.248
152 H -2.456 -0.762 -1.618
153 H -3.168 3.544 1.817
154 H -2.241 4.190 0.601
155 H -0.730 5.353 2.293
156 H -1.342 4.407 3.591
157 H -3.592 5.417 3.284
158 H -2.927 6.468 2.016
159 H -1.203 7.318 3.709
160 H -2.064 6.454 4.947
161 H -2.860 7.758 4.083

Properties
HOMO-LUMO gap: 8.29 eV
LUMO energy: -3.5 eV
total charge: +2
energy above the lowest of the compared OMol25 structures with the same formula, charge and spin: 0.0000 eV
HOMO level: -11.77 eV

4.
Entry from the OMol25 dataset: a 2-piece molecular cluster, C2H3NO3 overall at a distorted geometry (the ωB97M-V functional and the def2-TZVPD basis).

CARTESIAN COORDINATES (ANGSTROEM)
1 C 1.767 -0.642 0.174
2 C -1.100 0.021 -0.120
3 N -0.597 1.352 0.316
4 O 1.812 -0.899 -0.953
5 O 1.762 -0.515 1.333
6 O 0.317 1.675 -0.398
7 H -0.856 -0.380 -1.050
8 H -2.126 0.050 -0.021
9 H -0.978 -0.662 0.718

Properties
HOMO-LUMO gap: 9.44 eV
LUMO energy: -0.2 eV
SMILES: O=C=O.CN=O
energy above the lowest of the compared OMol25 structures with the same formula, charge and spin: 3.1039 eV
HOMO level: -9.59 eV